Molecular formula: C5H10O
Method: DFT, ωB97M-V/def2-TZVPD

Each line ends with the natural charge from an NBO analysis.
Cartesian coordinates (Å):
C -1.270 0.912 1.660  -0.611
C -1.378 0.373 0.235  -0.590
C -0.442 0.962 -0.774  0.343
C 1.875 -0.487 -0.374  -0.642
C 0.820 -0.991 -1.345  -0.069
O -0.104 0.053 -1.721  -0.573
H -0.828 1.914 1.633  0.225
H -0.619 0.277 2.274  0.207
H -2.245 0.957 2.155  0.214
H -2.191 0.910 -0.311  0.275
H -1.626 -0.700 0.172  0.198
H 1.398 -0.177 0.563  0.208
H 2.619 -1.265 -0.154  0.220
H 2.380 0.388 -0.797  0.225
H 0.304 -1.863 -0.930  0.172
H 1.306 -1.264 -2.286  0.198

Summary:
HOMO energy	-7.944	eV
LUMO energy	0.691	eV
molecular weight	86.13	g/mol
Kohn-Sham gap	0.3173	Eh